Record 1
# C34H30LiN8OP2S2Se2

A molecular structure, C34H30LiN8OP2S2Se2 (ωB97M-V with the def2-TZVPD basis set, the Open Molecules 2025 dataset).

For the energy above the lowest of the compared OMol25 structures with the same formula, charge and spin, the calculation gives 0.0 kJ/mol. The value obtained for the frontier orbital gap is 6.73 eV. Its charge is -1. The HOMO energy is -4.5 eV.

```
80
Properties=species:S:1:pos:R:3:mulliken_charge:R:1
C 3.93 2.38 -6.07 -0.28
H -0.93 -1.42 -6.65 0.50
P 0.06 2.51 -3.04 0.23
H -1.09 -2.79 -4.39 0.31
C -0.93 -4.15 1.74 -1.88
C -0.75 -4.13 -1.31 -0.69
C 2.83 -0.67 -7.08 -0.43
C 0.13 -1.20 -6.78 -0.47
C 0.75 -1.44 -7.99 -0.80
H -0.40 -2.19 3.34 0.33
H 3.90 -0.53 -7.17 0.51
C 2.57 4.96 -1.01 -0.69
H 3.15 4.88 -0.10 0.43
C -0.19 -0.13 3.06 0.35
H 0.45 5.23 -4.23 0.51
H 0.18 -1.85 -8.82 0.39
C 2.10 0.26 -3.03 -0.05
C 1.04 1.07 -2.57 0.00
C 1.06 5.14 -3.34 0.00
C -0.81 -4.08 -2.69 -0.66
C -1.21 -1.74 -2.52 -0.22
C 4.00 2.70 -3.68 -0.16
C 1.79 6.24 -2.90 -0.70
C -1.35 1.99 -5.37 -0.72
C 2.10 -1.17 -8.14 -0.81
Li 0.04 -0.09 0.39 0.88
C 1.09 3.95 -2.63 0.53
C -0.56 2.39 -7.60 -0.63
C -0.94 -2.95 -0.59 0.74
H 2.60 -1.38 -9.08 0.40
C 2.21 -0.39 -5.86 0.56
H -2.12 1.65 -4.68 0.28
C 0.62 2.92 -7.09 -1.05
H 0.37 -0.49 -4.76 0.02
C -0.85 -2.91 0.90 0.32
C 2.54 6.14 -1.74 -0.53
H 1.72 3.41 -5.32 0.35
N -0.86 0.76 2.11 -0.26
N 0.70 0.58 -1.37 0.70
H -1.39 -0.76 -2.95 0.57
H 4.55 4.05 -7.25 0.41
C -0.16 2.50 -4.85 0.29
C 1.85 3.86 -1.46 -0.65
S -1.53 2.09 2.26 0.38
S 1.57 0.11 2.68 -0.39
H -1.48 -3.94 2.66 0.45
Se -1.79 2.61 -2.03 -0.42
H 1.86 2.94 -0.89 0.51
H 3.69 1.77 -6.93 0.35
H 1.76 7.16 -3.46 0.41
C 4.40 3.67 -6.25 -0.60
H -0.53 -5.06 -0.80 0.29
C 3.71 1.89 -4.78 0.53
H 0.07 -4.51 2.02 0.32
N -0.72 -1.74 1.39 0.44
N 2.33 -0.67 -2.08 -0.98
O -1.73 2.66 3.60 -0.62
C 4.67 4.48 -5.15 -0.64
Se 4.92 -1.02 -4.22 -0.42
H 1.39 3.29 -7.75 0.48
H 4.68 4.61 -3.01 0.54
H -1.03 0.92 4.59 0.32
C -1.54 1.93 -6.74 -0.80
N 1.48 -0.45 -1.10 -0.22
C 0.81 2.98 -5.71 0.53
H -1.45 -4.95 1.22 0.48
H -0.71 2.35 -8.67 0.40
H -2.47 1.53 -7.14 0.43
N -1.16 -1.78 -1.19 -0.11
H 3.11 7.00 -1.39 0.38
N -0.69 -1.48 2.69 -0.73
C 0.85 -0.67 -5.71 0.20
C -1.05 -2.87 -3.32 -0.41
C 4.48 3.99 -3.87 -0.71
N -0.54 0.05 4.46 -0.79
H 3.85 2.31 -2.68 0.50
P 3.21 0.18 -4.45 -0.12
H 0.34 0.12 4.96 0.26
H 5.03 5.49 -5.30 0.39
H -0.65 -4.98 -3.27 0.41
```

=====

Record 2
# C34H30MnN4O4P2

A molecular structure, C34H30MnN4O4P2 in a non-equilibrium geometry (ωB97M-V with the def2-TZVPD basis set, the Open Molecules 2025 dataset).

For the energy above the lowest of the compared OMol25 structures with the same formula, charge and spin, the calculation gives 11.5 kJ/mol. As for the multiplicity: 6. Its expectation value of S² is 8.756. The value obtained for the frontier orbital gap (alpha / beta) is 7.88 / 7.98 eV. Its charge is 0. The HOMO energy (alpha / beta) is -7.5 / -7.7 eV.

```
75
Properties=species:S:1:pos:R:3:mulliken_spin:R:1
Mn -0.12 0.76 -0.04 4.73
C -2.87 4.04 -0.34 0.02
H 0.59 -1.81 -1.12 0.04
C 0.24 -5.12 -1.71 0.00
C 0.18 -3.75 -1.92 0.01
C -2.84 -0.92 3.71 0.00
N 2.47 1.11 0.50 -0.02
C -2.36 -0.23 2.60 -0.02
H -1.36 -3.73 2.49 0.00
C 3.67 -2.84 3.15 0.00
P 1.57 -2.07 1.54 0.00
C 0.34 0.28 -3.24 0.02
C -3.82 4.44 -2.52 0.01
N -0.44 0.88 -2.27 0.02
H -0.08 -5.80 -2.48 0.00
C -3.85 -3.43 -0.45 0.00
C -3.78 -4.61 0.27 0.00
C -2.15 -2.46 0.95 -0.06
C 2.33 -3.08 2.87 0.01
C 1.62 -3.99 3.66 0.00
H -2.46 1.60 1.47 0.01
H 0.84 -6.67 -0.35 0.00
C 0.74 -5.60 -0.50 0.00
P -1.19 -0.98 1.42 0.10
H 0.62 0.29 3.25 -0.01
H 1.52 -5.12 1.42 0.00
C 1.02 -3.34 0.32 0.00
H -4.53 -3.34 -1.29 0.00
C 1.13 -4.72 0.50 0.00
H -4.11 -0.86 5.43 0.00
H -4.91 1.44 4.97 0.00
H 1.70 -5.36 5.31 0.00
C -1.99 3.06 -0.86 0.00
O 2.07 0.70 -0.63 0.04
H -0.35 -0.75 4.31 0.00
C 3.60 -4.40 4.97 0.00
H -2.51 -1.93 3.90 0.00
H -4.11 2.65 2.98 0.00
C 0.59 -2.88 -0.92 -0.05
C -2.07 -3.65 1.67 0.00
C -2.83 1.06 2.33 -0.02
C -2.89 -4.72 1.33 0.00
H 0.57 -4.18 3.46 0.00
O 3.64 1.20 0.79 0.01
C 2.25 -4.65 4.70 0.00
H 4.09 -4.92 5.79 0.00
C -3.04 -2.36 -0.11 -0.02
C -2.03 2.82 -2.25 0.03
H -4.41 -5.45 0.01 0.00
N -0.74 1.92 -4.16 0.00
H 4.22 -2.11 2.56 0.00
H -2.80 4.24 0.72 0.00
H 0.60 0.76 -5.40 0.00
C -3.75 -0.32 4.56 0.00
O -1.17 2.42 -0.07 0.08
H -1.06 2.61 -4.82 0.00
C -4.21 0.97 4.30 0.00
H 1.00 -0.54 -3.01 0.00
C 0.16 0.91 -4.42 0.00
H -0.17 -3.36 -2.87 0.00
C 4.30 -3.50 4.20 0.00
H 1.35 -1.11 4.02 0.00
C -3.75 1.65 3.19 0.01
C -3.76 4.71 -1.15 0.00
C -1.09 1.88 -2.85 0.00
C -2.95 3.50 -3.05 -0.01
O 1.54 1.41 1.33 0.03
N 0.06 -1.64 2.43 0.01
H -3.01 3.29 -4.11 0.00
H -4.42 5.45 -0.72 0.00
H -3.09 -1.43 -0.68 0.00
H -2.83 -5.64 1.89 0.00
H -4.53 4.94 -3.15 0.00
C 0.44 -0.74 3.56 0.01
H 5.35 -3.30 4.41 0.00
```

=====

Record 3
# C34H30N9OS3Ti

A molecular structure, C34H30N9OS3Ti in a non-equilibrium geometry (ωB97M-V with the def2-TZVPD basis set, the Open Molecules 2025 dataset).

For the energy above the lowest of the compared OMol25 structures with the same formula, charge and spin, the calculation gives 0.0 kJ/mol. The value obtained for the frontier orbital gap (alpha / beta) is 5.31 / 5.31 eV. Its charge is -1. The HOMO energy (alpha / beta) is -3.7 / -3.7 eV.

```
78
Properties=species:S:1:pos:R:3:mulliken_charge:R:1
H 2.91 0.26 -1.66 0.68
H 3.85 4.94 0.37 0.40
N -3.27 -0.37 2.92 -0.44
C -0.85 4.76 -2.71 -0.44
N -2.93 0.68 0.94 -1.85
H -1.04 5.74 -3.12 0.40
C -2.46 2.14 -0.61 -0.81
H -0.07 -6.76 -1.50 0.35
S 1.56 -2.86 2.89 -0.39
C 2.69 0.24 -2.71 -0.10
H -3.23 -1.49 -3.33 0.49
H 5.13 0.87 0.47 0.43
H -2.88 -1.05 3.55 0.28
H -1.81 -6.99 -3.24 0.36
C -2.91 -1.70 -2.32 -1.16
C 2.13 0.22 -5.42 -0.59
H 1.49 4.18 0.57 0.51
Ti -0.14 0.42 -0.31 -1.27
C 1.98 2.11 0.59 0.22
H -4.20 -0.56 2.57 0.26
N -0.36 2.26 -1.64 0.81
C 3.70 0.44 -3.63 -0.75
N -1.25 -1.35 -0.57 1.19
H 1.55 2.44 -2.36 0.44
N -2.03 1.13 0.05 1.92
O 0.70 1.75 0.61 -0.62
C -1.84 4.08 -2.02 -1.09
H 4.71 0.61 -3.28 0.42
C -2.38 0.11 2.00 0.39
C -3.62 -2.50 -1.48 -0.37
C 2.31 3.47 0.54 -0.35
N -0.86 -0.54 -2.71 -0.78
C -1.23 -6.07 -3.17 -0.63
C -1.46 -5.03 -4.06 -0.50
H 4.61 -0.73 1.58 0.56
C 4.33 1.60 0.50 -1.03
H -2.22 -5.13 -4.83 0.38
C -1.55 2.84 -1.48 0.79
C 3.62 3.88 0.43 -0.53
C 0.25 -3.74 -2.97 0.15
H -3.46 2.49 -0.40 0.42
C 3.44 0.44 -5.00 -0.69
H 4.24 0.60 -5.72 0.37
H -4.55 -2.94 -1.82 0.42
C 1.36 0.01 -3.12 -0.85
C 1.63 -4.68 -1.09 -0.95
C 0.51 -4.78 -2.09 0.45
H 2.28 -5.55 -1.17 0.58
C 1.33 -2.97 1.21 0.22
H 5.68 3.25 0.30 0.39
H 0.82 -2.81 -2.87 -0.08
C -0.25 -5.95 -2.20 -0.36
H 1.90 0.22 -6.48 0.38
C 3.79 -1.25 1.09 -2.04
C 4.65 2.94 0.40 -1.06
S -0.71 -0.03 2.32 -0.31
H -3.64 -3.46 0.49 0.50
H -0.91 -3.03 -4.62 0.34
C -1.67 -1.16 -1.87 0.08
C 3.01 1.15 0.60 0.37
N 0.37 -0.22 -2.17 2.50
H 0.09 -0.18 -4.83 0.39
N 1.35 -2.10 0.24 -0.86
C -1.97 -2.19 0.22 -0.62
H 4.16 -1.77 0.20 0.30
H 2.20 -3.77 -1.23 0.26
H 3.38 -1.99 1.78 0.14
S 1.13 -4.68 0.68 -0.23
C 0.59 2.93 -2.28 0.09
H -2.82 4.51 -1.86 0.49
C 2.70 -0.29 0.69 1.56
C -0.73 -3.86 -3.95 -0.33
H -1.56 -2.39 1.20 0.66
C 1.11 -0.01 -4.50 -0.87
H 1.20 4.67 -3.36 0.48
C -3.12 -2.79 -0.18 -1.31
N 1.54 -0.73 0.33 1.50
C 0.39 4.18 -2.84 -1.11
```